{"formula": "C3H8S", "method": "the ωB97M-V functional and the def2-TZVPD basis", "symbols": ["C", "S", "H", "H", "H", "H", "C", "C", "H", "H", "H", "H"], "xyz": [[1.8430, -0.1013, 0.3297], [2.9860, -1.4618, 0.6436], [2.0817, 0.6845, 1.0432], [0.8570, -0.5321, 0.5531], [1.9971, 0.1922, -0.7111], [4.1520, -0.7977, 0.5239], [-2.2882, -0.3027, -0.3245], [-2.3238, 1.0029, -0.4456], [-3.0010, -0.9453, -0.8447], [-1.5904, -0.8964, 0.2439], [-3.0806, 1.4883, -1.0500], [-1.6327, 1.6694, 0.0384]], "forces_ev_per_a": [[0.060, -1.096, 0.557], [-0.287, 0.169, -0.025], [0.079, 0.298, -0.111], [0.197, 0.336, -0.412], [-0.197, 0.200, 0.013], [0.110, 0.109, -0.049], [-0.489, -1.182, -0.525], [-0.101, 0.520, -0.130], [0.017, 0.333, 0.071], [0.364, 0.288, 0.375], [0.009, -0.076, -0.002], [0.239, 0.101, 0.238]], "lowdin_charge": [-0.315, 1.130, 0.077, 0.045, 0.084, -0.034, -0.088, -0.070, 0.057, 0.021, 0.057, 0.038], "lumo_ev": [-4.4533, -9.5815], "s_squared": 0.75, "e_tot_ev": -14065.390, "e_above_lowest_ev": 1.877, "total_charge": 1, "spin_multiplicity": 2}

=====

{"formula": "C3H8S2", "method": "the ωB97M-V functional and the def2-TZVPD basis", "symbols": ["C", "C", "S", "S", "C", "H", "H", "H", "H", "H", "H", "H", "H"], "xyz": [[-0.9446, -2.4033, 0.7763], [-0.3429, -0.9765, 0.9686], [-0.4913, 0.1041, -0.5501], [0.1425, 1.9665, 0.2424], [1.0226, 2.7133, -1.3615], [-2.0251, -2.4302, 0.7230], [-0.5886, -2.5838, -0.1665], [-0.5774, -3.1762, 1.5457], [0.7105, -1.0594, 0.8102], [-0.5932, -0.4965, 1.9363], [1.6125, 1.8442, -1.8165], [1.7106, 3.4712, -0.9346], [0.3645, 3.0266, -2.1732]], "forces_ev_per_a": [[0.057, 1.024, 2.377], [0.143, -0.143, 0.271], [-1.104, 0.470, 0.372], [0.539, 0.289, -2.024], [0.723, -2.376, 0.969], [-0.242, 0.148, 0.219], [0.793, -1.589, -2.416], [-0.385, 1.396, -1.198], [0.877, -0.488, 1.252], [0.049, 0.017, -0.863], [-0.549, 1.210, 0.919], [-0.616, -0.350, -0.558], [-0.283, 0.393, 0.682]], "lowdin_charge": [-0.151, -0.581, 0.414, 0.363, -0.390, 0.062, 0.010, 0.107, 0.020, 0.075, 0.035, 0.020, 0.018], "lumo_ev": 0.6109, "e_tot_ev": -24910.095, "e_above_lowest_ev": 1.302, "smiles": "CCSSC", "total_charge": 0}